1.
Formula: C23H43MoNO3Si2
Source: OMol25
Level of theory: ωB97M-V with the def2-TZVPD basis set

Structure (XYZ):
```
73
Properties=species:S:1:pos:R:3:lowdin_spin:R:1
Mo -0.33 -0.54 0.15 1.864
C -2.25 -2.67 3.48 0.000
C -0.78 -2.45 3.19 0.002
C 0.10 -3.56 3.73 0.000
O -0.35 -1.18 3.70 0.008
C -0.54 -2.30 1.69 0.024
O -1.49 -2.24 0.85 0.052
O 0.65 -2.11 1.26 0.040
H -2.40 -2.80 4.55 0.000
H -2.62 -3.57 2.97 0.000
H -2.84 -1.82 3.14 0.000
H -0.01 -3.60 4.82 0.000
H 1.14 -3.39 3.47 0.000
H -0.22 -4.53 3.33 0.000
H -0.26 -1.25 4.66 0.000
C -2.97 -0.44 -2.65 0.008
C -2.35 0.89 -3.06 0.000
C -0.89 0.74 -3.52 0.003
C -2.52 2.01 -2.04 -0.013
C -3.25 3.13 -2.42 0.001
C -3.45 4.19 -1.54 -0.011
C -2.93 4.12 -0.26 0.001
C -2.19 3.02 0.17 -0.012
C -1.66 3.05 1.59 0.000
C -2.14 1.90 2.48 0.011
C -0.14 3.19 1.64 0.004
C -1.99 1.98 -0.74 -0.005
N -1.21 0.87 -0.37 -0.142
H -2.91 -1.15 -3.49 0.000
H -4.03 -0.32 -2.39 0.000
H -2.48 -0.90 -1.80 0.008
H -2.92 1.23 -3.93 0.000
H -0.24 0.45 -2.70 0.004
H -0.51 1.68 -3.93 0.000
H -0.82 -0.03 -4.30 0.000
H -3.66 3.17 -3.42 0.000
H -4.02 5.06 -1.86 -0.001
H -3.09 4.94 0.43 0.000
H -2.07 3.96 2.03 0.000
H -1.70 0.94 2.21 0.011
H -3.22 1.79 2.44 0.000
H -1.86 2.09 3.52 0.000
H 0.35 2.33 1.18 0.006
H 0.22 3.26 2.67 0.000
H 0.19 4.08 1.10 0.000
C 2.96 -3.16 -0.88 0.000
Si 1.86 -1.94 -1.73 0.011
C 2.62 -1.52 -3.37 0.001
C 0.27 -2.86 -2.09 0.020
C 1.55 -0.33 -0.84 0.024
Si 2.86 0.42 0.24 0.021
C 2.39 0.54 2.05 0.020
C 4.51 -0.45 0.22 0.003
C 3.18 2.13 -0.42 0.002
H 2.85 -4.13 -1.39 0.000
H 2.70 -3.30 0.17 0.000
H 4.01 -2.87 -0.94 0.000
H 2.93 -2.43 -3.91 0.000
H 3.51 -0.90 -3.24 0.000
H 1.92 -0.97 -4.01 0.000
H 0.43 -3.53 -2.94 0.003
H -0.57 -2.20 -2.36 0.007
H -0.05 -3.47 -1.24 0.001
H 1.44 0.41 -1.65 0.004
H 2.81 -0.30 2.61 0.001
H 1.31 0.53 2.26 0.011
H 2.79 1.47 2.46 0.001
H 4.48 -1.43 0.70 0.000
H 5.22 0.18 0.77 0.001
H 4.90 -0.58 -0.80 0.000
H 2.25 2.70 -0.56 0.000
H 3.67 2.06 -1.40 0.000
H 3.84 2.71 0.25 0.000
```

Values from the calculation:
HOMO energy (alpha / beta): -7.93 / -8.36 eV
2S+1: 3
Kohn-Sham gap (alpha / beta): 8.3086 / 8.1181 eV

2.
Formula: C23H43N2O2P3Re
Source: OMol25
Level of theory: ωB97M-V with the def2-TZVPD basis set

Structure (XYZ):
```
74
Properties=species:S:1:pos:R:3:lowdin_spin:R:1
Re -0.40 0.51 -1.28 1.509
P -2.71 0.03 -1.47 0.058
P -0.30 -1.19 0.19 0.059
P 1.83 0.46 -1.77 0.070
H 2.60 -3.87 -0.84 0.000
C 1.77 -3.98 -1.55 0.001
C 2.03 -3.88 -2.93 0.001
H 3.03 -3.63 -3.30 0.000
C -3.10 -1.16 -2.81 0.000
C -3.85 -0.52 -0.12 0.004
C -3.69 1.50 -1.98 0.030
C 1.18 -1.81 1.11 -0.002
C -1.24 -0.83 1.77 0.039
C -1.11 -2.80 -0.25 0.013
C 3.25 0.06 -0.67 0.002
C 2.31 2.18 -2.24 0.047
C 2.32 -0.49 -3.25 -0.002
H 0.95 -4.62 -1.21 0.000
H 1.25 -4.09 -3.66 0.000
H -4.18 -1.14 -3.00 0.000
H -2.80 -2.17 -2.52 0.000
H -2.57 -0.87 -3.73 0.001
H -4.88 -0.45 -0.49 0.001
H -3.74 0.14 0.74 0.000
H -3.65 -1.55 0.19 0.000
H -4.76 1.22 -2.00 0.004
H -3.39 1.85 -2.97 0.002
H -3.55 2.31 -1.25 0.000
H 0.92 -2.75 1.60 0.000
H 1.48 -1.09 1.89 0.000
H 2.03 -1.99 0.45 0.000
H -1.89 -1.68 2.00 0.003
H -1.86 0.08 1.69 0.000
H -0.53 -0.68 2.59 0.002
H -0.57 -3.61 0.24 0.001
H -1.06 -2.97 -1.33 -0.001
H -2.15 -2.82 0.07 0.000
H 4.14 0.55 -1.09 0.001
H 3.42 -1.02 -0.64 0.000
H 3.10 0.44 0.34 0.000
H 3.40 2.25 -2.20 0.006
H 1.87 2.90 -1.54 0.001
H 1.96 2.40 -3.25 0.002
H 3.39 -0.32 -3.44 -0.001
H 1.74 -0.17 -4.12 0.000
H 2.15 -1.57 -3.09 0.000
C -0.86 2.07 -3.73 0.175
C -1.21 3.33 -4.29 0.130
C -1.48 3.42 -5.65 0.008
C -1.40 2.29 -6.47 0.254
C -1.02 1.06 -5.93 0.081
C -0.74 0.93 -4.57 0.084
O -0.73 2.00 -2.38 0.335
H 1.05 -2.54 -1.30 0.000
H -1.27 4.19 -3.62 0.003
H -1.78 4.38 -6.07 -0.003
H -1.63 2.36 -7.54 0.009
H -0.95 0.17 -6.57 0.001
H -0.47 -0.04 -4.14 0.002
N 1.06 2.23 4.97 0.000
C 1.08 1.57 3.77 -0.001
O 1.53 0.43 3.65 -0.001
C 0.40 2.26 2.64 0.000
C -0.54 3.29 2.79 0.021
C -1.32 3.62 1.68 -0.001
C -1.17 2.92 0.48 0.015
N -0.28 1.90 0.36 0.010
C 0.60 1.70 1.37 0.022
H 1.59 1.81 5.72 0.000
H 0.86 3.22 5.03 0.000
H -0.69 3.79 3.74 0.001
H -2.07 4.40 1.71 0.000
H -1.78 3.16 -0.40 0.001
H 1.43 1.01 1.16 0.001
```

Values from the calculation:
HOMO energy (alpha / beta): -19.81 / -19.81 eV
2S+1: 4
Kohn-Sham gap (alpha / beta): 5.1372 / 5.0390 eV
Charge: +4

3.
Formula: C23H43N2OP3SeV
Source: OMol25
Level of theory: ωB97M-V with the def2-TZVPD basis set

Structure (XYZ):
```
74
Properties=species:S:1:pos:R:3:lowdin_spin:R:1
V -0.83 -0.24 -0.40 2.132
P -3.17 -0.20 -0.20 0.037
P -0.41 -2.62 -0.56 0.000
P -0.67 2.21 -0.45 -0.009
H 4.27 -1.55 0.88 0.000
C 3.89 -0.57 1.21 0.000
C 4.02 -0.32 2.66 0.000
H 3.61 -1.03 3.37 0.000
C -4.14 0.58 -1.54 0.005
C -3.94 -1.86 -0.11 0.012
C -3.83 0.63 1.29 0.006
C 1.39 -2.82 -0.82 0.002
C -0.72 -3.77 0.82 0.001
C -1.09 -3.54 -1.99 -0.005
C 1.06 2.76 -0.70 0.002
C -1.10 3.14 1.07 0.000
C -1.52 3.13 -1.78 -0.005
H 4.42 0.24 0.68 0.000
H 4.55 0.57 2.99 0.000
H -5.18 0.24 -1.46 0.000
H -3.74 0.29 -2.52 -0.001
H -4.11 1.67 -1.45 0.000
H -5.02 -1.73 -0.02 0.001
H -3.57 -2.41 0.77 0.000
H -3.71 -2.44 -1.01 0.000
H -4.87 0.30 1.45 0.000
H -3.81 1.72 1.16 0.000
H -3.24 0.36 2.18 0.000
H 1.61 -3.88 -1.01 0.000
H 1.93 -2.50 0.09 0.000
H 1.74 -2.21 -1.66 0.000
H -0.19 -4.71 0.64 -0.001
H -1.79 -3.97 0.91 0.000
H -0.36 -3.33 1.76 0.000
H -0.54 -4.48 -2.10 0.000
H -0.99 -2.94 -2.90 -0.006
H -2.16 -3.75 -1.83 0.000
H 1.04 3.76 -1.14 0.000
H 1.59 2.07 -1.38 0.000
H 1.58 2.80 0.27 0.000
H -1.46 4.14 0.79 -0.001
H -0.21 3.22 1.70 0.000
H -1.89 2.62 1.63 0.000
H -1.04 4.11 -1.87 0.000
H -2.58 3.26 -1.54 0.000
H -1.42 2.59 -2.73 -0.005
C 0.95 -0.02 -3.49 0.018
C 2.17 0.04 -2.81 -0.008
C 3.36 0.16 -3.54 0.002
C 3.32 0.23 -4.94 -0.018
C 2.09 0.17 -5.62 0.004
C 0.91 0.03 -4.89 -0.014
Se -0.84 -0.18 -2.58 -0.189
H 2.77 -0.52 0.86 0.000
H 2.19 -0.01 -1.71 0.000
H 4.32 0.19 -3.02 0.001
H 4.25 0.33 -5.51 -0.001
H 2.06 0.22 -6.70 0.001
H -0.06 -0.02 -5.39 0.000
N 2.15 2.29 4.94 0.000
C 1.75 2.09 3.65 0.000
O 2.04 2.87 2.74 0.000
C 0.89 0.89 3.42 -0.001
C 0.18 0.20 4.41 0.006
C -0.76 -0.74 4.01 0.000
C -1.02 -0.93 2.65 0.012
N -0.29 -0.30 1.71 0.013
C 0.71 0.51 2.08 0.007
H 2.79 3.05 5.11 0.000
H 2.09 1.57 5.65 0.000
H 0.35 0.42 5.47 0.000
H -1.34 -1.32 4.73 0.000
H -1.81 -1.61 2.30 0.002
H 1.37 0.89 1.30 0.001
```

Values from the calculation:
HOMO energy (alpha / beta): -16.28 / -16.13 eV
2S+1: 3
Kohn-Sham gap (alpha / beta): 3.6397 / 3.4937 eV
Charge: +3

| no. | maximum force (eV Å⁻¹) | M (g/mol) |
| --- | --- | --- |
| 1 | 1.822 | 533.7 |
| 2 | 6.118 | 658.7 |
| 3 | 3.827 | 586.4 |